(1)
# C2H6N4S2

C2H6N4S2 in the gas phase at a distorted geometry (wB97M-V/def2-TZVPD, OMol25).

Calculated values
**SMILES**: NN(/C=N\S)/C=N\S
**Charge**: 0
**Energy relative to the best compared isomer or geometry (same formula, charge and spin)**: 384.6 kJ/mol
**Molar mass**: 150.2 g/mol
**Strongest force on any atom**: 4.2 eV/Å

XYZ file:
```
14
Properties=species:S:1:pos:R:3:forces:R:3:nbo_charge:R:1
N -0.03561 -0.32836 0.22561 -1.261 -0.711 1.715 -0.32
S 2.51750 1.40454 -0.31820 0.987 0.125 2.729 0.09
N 1.79929 0.83073 1.20183 1.424 1.382 -0.352 -0.58
S -2.93683 -1.08795 -1.57121 1.023 -0.071 -0.023 0.23
C 0.74395 0.18910 1.30936 -0.781 -0.617 -3.085 0.25
H 1.09365 -0.02804 -1.37305 -1.207 0.495 -0.044 0.39
H 3.56826 1.84812 0.50935 -0.856 -0.300 -1.455 0.15
C -1.25829 -0.94324 0.64936 -2.752 0.687 -3.133 0.24
N 0.09854 0.09069 -1.10788 -1.049 2.488 0.092 -0.66
H -0.34547 1.14276 -1.22229 2.010 -3.330 0.249 0.38
N -2.36418 -1.21794 -0.01223 2.305 0.441 1.898 -0.65
H 0.35956 -0.05890 2.25959 -0.264 -0.350 1.058 0.19
H -1.78613 -0.87107 -2.25737 -0.318 0.058 -0.061 0.10
H -1.45423 -0.97043 1.70712 0.740 -0.296 0.411 0.19
```
Positions in Å, forces in eV/Å.

***

(2)
# C18H27F4N5PTi

A molecular structure, C18H27F4N5PTi at a distorted geometry (wB97M-V/def2-TZVPD, OMol25).

Calculated values
**Charge**: +2
**⟨S²⟩**: 0.768
**Molar mass**: 468.3 g/mol
**DFT total energy**: -69811.9172 eV
**Strongest force on any atom**: 1.6 eV/Å
**2S+1**: 2

XYZ file:
```
56
Properties=species:S:1:pos:R:3:forces:R:3:mulliken_spin:R:1
H -16.79280 -9.78285 1.82584 -0.045 0.011 0.092 0.00
H -15.81005 -8.17603 -1.21660 -0.412 -0.755 -0.920 0.00
C -13.51667 -6.99202 1.57474 0.236 -0.422 0.203 -0.01
C -7.22379 -6.40550 0.85731 -0.485 0.510 -0.494 -0.01
H -16.58209 -7.35795 2.78186 -0.608 -0.237 0.441 0.00
H -12.51536 -7.20117 1.96893 -0.154 -0.016 0.124 0.00
C -9.26742 -6.62391 -0.30560 0.556 -0.059 0.254 0.00
H -6.49625 -5.77430 1.33100 0.336 -0.099 0.301 0.00
C -8.36905 -5.81246 0.35280 -0.469 -0.089 -0.349 0.00
H -11.25830 -10.25650 -5.75793 -0.529 -0.440 -0.136 0.00
F -10.43165 -6.11849 -0.86730 -0.475 0.535 -0.170 0.03
N -14.68898 -9.77469 1.63352 -1.132 0.385 -0.598 0.00
C -13.70849 -9.63845 0.57373 -0.219 0.164 0.184 0.00
H -10.23596 -8.97602 -6.36275 -0.164 0.251 -0.510 0.00
N -11.75039 -9.11840 -3.31697 -0.408 0.380 0.116 -0.07
C -16.05602 -9.44784 1.10231 0.514 -0.675 -0.488 0.00
H -13.85644 -7.42447 -4.31095 -0.086 -0.001 -0.266 0.00
H -13.08207 -10.39584 -4.37193 -0.236 0.249 0.594 0.00
H -14.77070 -8.81390 -5.01944 -0.108 0.320 0.518 0.00
C -11.10468 -10.30711 -2.64234 -1.217 0.281 0.030 0.03
H -15.73873 -6.57066 -0.57325 0.096 0.297 -0.030 0.00
H -10.01368 -8.11666 -3.98572 -0.065 -0.065 0.059 0.00
H -10.90206 -11.13962 -3.30391 -0.147 -0.069 -0.479 0.01
C -15.53654 -7.61329 -0.36503 0.809 0.306 1.081 0.00
N -10.12264 -8.62780 -1.25398 -0.480 0.693 -0.187 -0.08
N -14.55031 -7.47137 2.49115 0.158 0.246 -0.532 0.00
H -13.55513 -5.92452 1.38056 -0.303 0.211 0.238 0.00
H -12.72146 -9.92366 0.95374 -0.047 -0.020 -0.262 0.00
Ti -11.66134 -7.60007 -1.71216 -0.142 -0.767 -0.539 1.14
H -9.39015 -10.59899 -1.35703 -0.188 -0.207 -0.180 0.00
H -14.01704 -10.25880 -0.27413 0.269 -0.180 0.161 0.00
C -7.03712 -7.75375 0.62053 1.127 0.137 0.770 0.00
H -15.96131 -6.13823 1.68652 -0.027 -0.074 0.045 0.00
F -5.95058 -8.34100 1.12106 -0.350 0.106 -0.281 0.00
F -7.71492 -9.83309 -0.21903 0.261 -0.139 0.006 0.00
H -11.43417 -7.76388 -4.89212 -0.738 0.763 -0.078 0.00
H -13.78728 -9.53559 -2.93620 -0.005 -0.432 0.169 -0.01
H -13.30808 -8.43545 -5.73119 0.299 0.469 0.274 0.00
H -16.20055 -10.00308 0.13813 0.026 0.283 0.949 0.00
H -13.38846 -9.06772 3.06391 0.581 -0.273 0.518 0.00
P -13.66950 -7.87468 -0.04427 -0.030 -0.054 -0.363 -0.04
C -15.89579 -7.18754 1.98149 0.534 -0.214 -0.522 0.00
C -10.92012 -8.56357 -4.41669 0.676 -0.187 0.401 0.01
C -13.78281 -8.42542 -4.74551 -0.092 -0.481 -0.587 0.01
C -13.15629 -9.44019 -3.81685 0.835 -0.488 -0.208 0.02
C -9.09733 -7.96985 -0.54613 -0.332 -0.299 -0.469 0.01
C -10.51612 -9.53754 -5.48784 1.634 -0.103 0.113 0.00
C -9.83111 -9.85403 -2.01531 0.565 0.316 0.456 -0.02
C -14.40900 -8.91416 2.78060 -0.139 0.694 -0.672 0.00
N -16.25176 -8.03390 0.81844 0.329 0.408 0.079 0.00
H -15.08709 -9.14874 3.58832 -0.107 -0.196 0.204 0.00
H -9.09200 -9.63393 -2.80417 -0.060 -0.070 0.323 -0.01
H -9.56841 -10.03715 -5.23255 -0.511 -0.246 0.099 0.00
H -11.86391 -10.65114 -1.91559 0.497 0.058 -0.047 0.00
F -8.63562 -4.51111 0.41913 0.265 -0.295 0.234 0.00
C -7.92727 -8.52905 -0.08704 -0.091 -0.419 0.330 -0.01
```
Positions in Å, forces in eV/Å.

***

(3)
# C6H12O

2 unconnected molecules or ions with the total composition C6H12O at a distorted geometry (wB97M-V/def2-TZVPD, OMol25).

Calculated values
**SMILES**: C=CC/C=C/C.O
**Charge**: 0
**Energy relative to the best compared isomer or geometry (same formula, charge and spin)**: 194.3 kJ/mol
**Molar mass**: 100.2 g/mol
**Strongest force on any atom**: 2.4 eV/Å

XYZ file:
```
19
Properties=species:S:1:pos:R:3:forces:R:3:nbo_charge:R:1
H 2.27955 -1.64383 -0.45079 0.073 -0.013 -0.048 0.23
H -4.19758 0.81493 -1.18785 -0.024 -0.185 -0.004 0.20
C 0.73699 -0.86145 0.80646 2.201 0.404 -0.730 -0.17
H -0.82322 1.56042 0.13217 -0.043 0.111 0.139 0.21
O 3.57542 1.18733 -1.04161 -0.185 0.097 0.074 -0.94
H 1.24018 -0.13438 1.44729 -0.609 0.031 0.386 0.18
H -1.18192 0.80610 1.68746 0.412 -0.089 0.084 0.22
H 2.81776 1.73064 -0.79399 0.027 -0.151 -0.024 0.47
H 1.19377 -2.88442 0.19556 -0.034 -0.125 -0.158 0.21
H -3.32812 0.42171 1.08352 -0.327 -0.369 -0.257 0.20
C 1.70755 -1.95372 0.42241 -0.440 -0.226 0.137 -0.65
C -0.34581 -0.50812 0.14733 -1.614 -0.524 1.386 -0.19
C -1.20907 0.65472 0.61233 -0.176 0.157 -0.959 -0.48
C -2.67276 0.53203 0.22676 0.620 0.688 0.407 -0.16
H 4.27516 1.82451 -1.20287 0.134 0.018 -0.038 0.47
H -0.85868 -1.21206 -0.50498 0.337 0.119 -0.363 0.20
C -3.13465 0.77561 -0.98596 -0.461 0.183 -0.093 -0.40
H 2.41853 -2.15854 1.22244 -0.054 0.036 0.030 0.21
H -2.49310 1.04852 -1.81566 0.161 -0.162 0.030 0.19
```
Positions in Å, forces in eV/Å.